{"formula": "C22H29FO7S3", "method": "wB97M-V/def2-TZVPD", "e_lumo_ha": -0.09643, "homo_lumo_gap_ev": 6.72, "smiles": "CCCCCCc1c(C)c2c(c(S)c1CCCS(=O)(=O)O)C(=O)C(S(=O)(=O)F)=C(CC)C2=O", "spin_multiplicity": 1, "symbols": ["C", "C", "C", "C", "C", "C", "C", "C", "C", "C", "C", "C", "S", "C", "C", "C", "C", "S", "O", "O", "O", "C", "O", "C", "S", "O", "O", "F", "C", "C", "C", "C", "O", "H", "H", "H", "H", "H", "H", "H", "H", "H", "H", "H", "H", "H", "H", "H", "H", "H", "H", "H", "H", "H", "H", "H", "H", "H", "H", "H", "H", "H"], "coordinates": [[-2.1094, 3.7627, -2.7222], [-1.0640, 2.5360, -2.3181], [-0.6262, 1.6540, -3.6289], [-1.2724, 0.1522, -3.4994], [-0.2539, -1.0709, -3.8931], [0.9387, -1.3612, -2.8071], [0.6529, -0.8072, -1.2912], [-0.5585, -1.4300, -0.3204], [-1.4824, -2.6021, -1.0029], [-0.8172, -0.9135, 1.2154], [0.1675, 0.2908, 1.8300], [1.3620, 0.9240, 0.8779], [2.5221, 2.2880, 1.4808], [1.6378, 0.4014, -0.6869], [2.8718, 1.0219, -1.6117], [4.1251, -0.0555, -1.4891], [4.6880, -0.2323, 0.0549], [5.8755, -1.7195, 0.2222], [6.7782, -1.4808, 1.4923], [6.7465, -1.9351, -1.0530], [4.8893, -3.0754, 0.6103], [-0.1011, 0.7590, 3.4127], [0.8742, 1.2627, 4.1740], [-1.6211, 0.5428, 4.0765], [-2.1429, 1.6348, 5.5204], [-1.1572, 2.7840, 5.8466], [-2.2339, 0.7479, 6.8229], [-3.6969, 2.3783, 5.3018], [-2.5056, -0.5526, 3.5086], [-3.9905, -0.8591, 4.1319], [-5.1592, -1.1762, 3.0271], [-1.9619, -1.5133, 2.2519], [-2.4757, -2.7484, 2.1962], [-1.8316, 4.2395, -3.7642], [-1.9716, 4.5841, -1.8786], [-3.2358, 3.4351, -2.7007], [-0.0791, 3.0303, -1.8632], [-1.5415, 1.9140, -1.4474], [-1.0868, 2.1669, -4.6032], [0.5285, 1.5385, -3.7895], [-2.1712, 0.0975, -4.2830], [-1.7604, -0.0141, -2.4456], [0.1576, -0.8821, -4.9935], [-0.8961, -2.0710, -3.9750], [1.9431, -1.0042, -3.2898], [1.0265, -2.5482, -2.7136], [-0.9342, -3.2050, -1.8701], [-2.3865, -2.0378, -1.5400], [-1.8931, -3.4079, -0.2604], [3.2727, 1.6453, 2.5100], [3.1620, 2.1204, -1.3324], [2.5404, 1.0394, -2.7520], [3.7355, -1.1059, -1.8823], [5.0470, 0.2202, -2.1754], [5.2328, 0.7550, 0.4464], [3.8183, -0.4317, 0.8430], [5.0900, -3.8567, -0.0024], [-3.8739, -1.8454, 4.7943], [-4.4084, -0.0394, 4.8548], [-4.9866, -0.6611, 1.9893], [-6.2232, -0.9206, 3.5026], [-5.1739, -2.3622, 2.8917]], "forces_ev_per_a": [[0.57, 0.22, 0.88], [0.62, 1.19, -0.21], [-0.94, -0.63, 0.08], [-0.67, -0.30, -1.14], [-1.15, -0.36, -0.20], [-0.31, -0.96, 0.12], [0.31, 2.06, 3.35], [1.74, 1.22, 0.78], [-0.23, 0.43, -0.51], [2.38, 1.58, -1.34], [-0.16, -1.25, -2.68], [-1.62, -2.70, -0.83], [-0.59, -1.95, 0.39], [-3.12, -1.56, 1.74], [-0.39, -1.00, 0.08], [0.42, -0.62, -0.01], [-1.42, 0.75, 0.26], [6.17, -0.05, 1.50], [-4.21, -0.80, -4.65], [-4.12, 0.43, 3.97], [1.31, 0.97, -1.86], [4.08, 2.15, 2.96], [-6.10, -3.19, -5.00], [-1.50, -3.35, -3.80], [3.20, 1.22, 7.86], [-4.00, -3.90, -2.92], [-0.76, 2.65, -5.95], [2.77, -1.75, -0.37], [1.49, 3.06, 1.69], [0.00, -0.91, 0.18], [-0.23, -1.36, 0.40], [-1.31, -4.30, -0.15], [3.10, 7.59, 0.09], [-0.59, -1.01, 2.15], [-0.45, -1.55, -1.88], [2.26, 0.49, -0.21], [-2.16, -0.96, -0.94], [0.97, 0.94, -1.83], [1.18, -1.10, 2.14], [-2.13, 0.47, 0.51], [1.87, -0.02, 1.72], [1.17, 0.31, -1.98], [-0.59, -0.34, 2.51], [1.27, 2.21, 0.17], [-1.85, -0.44, 1.49], [-0.06, 2.58, -0.15], [-0.85, 1.58, 1.98], [1.82, -1.32, 1.25], [0.83, 1.94, -1.16], [-1.27, 0.46, -1.25], [-0.60, -2.31, -0.21], [0.56, -0.12, 2.53], [0.77, 2.19, 0.97], [-2.00, -0.35, 1.42], [-0.72, -2.55, -0.98], [1.83, 0.17, -1.83], [-0.06, 1.71, 0.89], [-0.07, 2.18, -1.43], [1.44, -1.27, -1.47], [-0.46, -0.90, 2.13], [2.47, -0.24, -1.19], [0.09, 2.73, -0.07]], "mulliken_charge": [-1.07, -0.19, -0.37, -0.48, -0.66, -0.89, 0.62, 0.16, -1.09, 0.27, -0.02, 0.12, -0.13, 0.30, -0.97, -0.58, -0.36, 1.06, -0.59, -0.58, -0.50, 0.14, -0.50, -0.04, 1.11, -0.51, -0.53, -0.27, 0.17, -0.40, -0.88, 0.44, -0.55, 0.31, 0.30, 0.25, 0.17, 0.16, 0.41, 0.11, 0.34, 0.07, 0.33, 0.25, 0.13, 0.36, 0.23, 0.23, 0.38, 0.20, 0.45, 0.12, 0.25, 0.41, 0.35, 0.15, 0.37, 0.31, 0.34, 0.26, 0.31, 0.23]}

***

{"formula": "C2H5IS", "method": "wB97M-V/def2-TZVPD", "e_lumo_ha": [0.01267, -0.00664], "homo_lumo_gap_ev": [8.43, 7.14], "spin_multiplicity": 1, "symbols": ["C", "C", "S", "I", "H", "H", "H", "H", "H"], "coordinates": [[-1.3613, 0.4559, -0.0721], [1.3700, -1.4012, -0.3456], [-0.4880, 1.9062, 0.0036], [2.4198, 0.2587, 0.2402], [-1.7254, 0.1698, -1.0398], [-1.7360, -0.0119, 0.8148], [1.0020, -1.3971, -1.3498], [0.8576, -1.9500, 0.4233], [-0.3387, 1.9695, 1.3255]], "forces_ev_per_a": [[0.20, 0.00, -0.06], [-0.06, 0.65, 0.37], [-0.42, 0.39, -0.18], [0.29, -0.63, -0.09], [-0.06, -0.09, -0.15], [-0.06, -0.15, 0.17], [0.01, -0.08, -0.34], [0.05, -0.11, 0.12], [0.04, 0.01, 0.18]], "mulliken_charge": [-0.70, -0.79, -0.12, 0.11, 0.33, 0.33, 0.34, 0.34, 0.15]}

***

{"formula": "C13H31AlNO7", "method": "wB97M-V/def2-TZVPD", "charge": -1, "e_lumo_ha": 0.08429, "homo_lumo_gap_ev": 6.28, "spin_multiplicity": 1, "symbols": ["C", "C", "O", "C", "C", "C", "C", "C", "Al", "N", "H", "H", "H", "H", "H", "H", "H", "H", "H", "H", "H", "H", "H", "H", "H", "H", "H", "H", "H", "C", "O", "C", "O", "O", "C", "H", "H", "H", "H", "H", "H", "C", "O", "C", "O", "O", "C", "H", "H", "H", "H", "H", "H"], "coordinates": [[-3.5203, -7.0984, -1.5440], [-3.4160, -5.8113, -2.3358], [-2.2135, -5.8425, -3.0726], [-1.7310, -4.5697, -3.4861], [-0.4316, -4.2086, -2.7738], [-0.6482, -3.3521, -1.5237], [0.5924, -2.5963, -1.0711], [0.4890, -1.9392, 0.3250], [-1.3105, -1.5469, 1.2189], [-1.7987, 0.2710, 0.9414], [-2.7953, -7.0868, -0.7329], [-3.2595, -7.9281, -2.2004], [-4.5213, -7.2388, -1.1465], [-4.2748, -5.7162, -3.0121], [-3.4283, -4.9504, -1.6634], [-2.4880, -3.8132, -3.2718], [-1.5892, -4.6012, -4.5684], [0.0010, -5.1610, -2.4603], [0.2676, -3.7359, -3.4649], [-0.9669, -3.9980, -0.7045], [-1.4579, -2.6402, -1.6947], [0.8382, -1.8430, -1.8257], [1.4287, -3.3073, -1.0859], [1.0464, -2.5567, 1.0349], [1.0200, -0.9818, 0.2932], [-1.0890, -1.7876, 2.8316], [-2.5468, -2.5110, 0.7593], [-2.7363, 0.3765, 0.5768], [-1.1601, 0.7183, 0.2934], [1.7062, 4.6244, 0.1964], [0.8070, 5.2613, -0.7233], [0.0235, 4.3858, -1.3530], [0.0375, 3.1986, -1.1874], [-0.7951, 5.0525, -2.1729], [-1.7104, 4.2033, -2.8709], [2.2534, 5.4162, 0.6972], [1.1511, 4.0456, 0.9303], [2.3918, 3.9695, -0.3375], [-2.3433, 3.6632, -2.1698], [-1.1741, 3.4909, -3.4945], [-2.3126, 4.8626, -3.4895], [1.7750, 2.8817, 4.5749], [2.9855, 3.4830, 5.0669], [3.4657, 4.4517, 4.3006], [2.9653, 4.8674, 3.2885], [4.6060, 4.8926, 4.8387], [5.2321, 5.9390, 4.0960], [1.5100, 2.1182, 5.2981], [0.9829, 3.6233, 4.5049], [1.9402, 2.4268, 3.6014], [4.5796, 6.8075, 4.0295], [5.4884, 5.5990, 3.0944], [6.1342, 6.1921, 4.6449]], "forces_ev_per_a": [[0.34, 0.10, -0.21], [-0.16, -0.02, 0.13], [0.08, -0.08, 0.03], [0.05, 0.05, -0.07], [-0.24, -0.15, 0.31], [0.17, -0.06, -0.08], [0.16, -0.03, 0.19], [-0.28, -0.07, -0.22], [0.00, 0.36, 0.34], [0.28, -0.54, 0.00], [-0.03, -0.03, 0.13], [-0.15, -0.13, -0.01], [-0.09, -0.03, 0.08], [-0.04, 0.04, -0.10], [0.00, 0.07, 0.07], [-0.07, 0.12, -0.09], [0.00, -0.09, -0.09], [0.28, -0.01, -0.17], [0.01, 0.16, -0.07], [-0.21, 0.02, 0.05], [-0.08, 0.04, 0.06], [-0.04, 0.04, -0.11], [0.10, 0.00, -0.08], [0.00, -0.02, 0.14], [0.10, 0.07, 0.10], [0.08, -0.05, 0.00], [-0.08, -0.09, -0.10], [-0.02, 0.15, -0.11], [-0.14, 0.22, -0.09], [0.14, 0.08, 0.21], [0.04, -0.02, -0.08], [-0.08, 0.12, 0.23], [-0.02, -0.17, -0.20], [0.03, 0.01, -0.05], [-0.10, 0.02, -0.08], [-0.05, 0.06, -0.05], [0.00, -0.03, -0.02], [-0.02, -0.04, -0.01], [0.03, -0.04, 0.02], [0.01, -0.03, 0.03], [0.02, 0.03, 0.01], [-0.11, -0.10, 0.02], [0.03, 0.00, 0.01], [-0.07, -0.17, 0.08], [0.02, 0.12, -0.14], [0.04, 0.04, 0.02], [0.08, 0.05, 0.02], [0.03, 0.00, 0.02], [0.01, 0.02, -0.03], [0.01, 0.03, -0.02], [-0.03, -0.01, -0.04], [-0.04, 0.00, -0.03], [0.00, -0.02, 0.03]], "mulliken_charge": [-1.27, -0.10, -0.38, -0.65, -0.58, -0.32, -0.75, -0.89, -0.01, -0.55, 0.29, 0.29, 0.38, 0.28, 0.32, 0.39, 0.31, 0.30, 0.37, 0.18, 0.35, 0.28, 0.26, 0.28, 0.37, -0.27, -0.22, 0.16, 0.18, -0.56, -0.33, 0.78, -0.51, -0.33, -0.62, 0.19, 0.28, 0.29, 0.31, 0.28, 0.20, -0.59, -0.32, 0.82, -0.52, -0.33, -0.62, 0.19, 0.28, 0.30, 0.29, 0.29, 0.21]}